21
Properties=species:S:1:pos:R:3:forces:R:3:nbo_charge:R:1 method="wB97M-V/def2-TZVPD" homo_energy_ha=-0.3217 total_charge=0 energy_ha=-329.2418 de_lowest_kj_mol=77.7 e_lumo_ev=0.78 orbital_gap_ev=9.5300 largest_force_ev_per_a=0.623 smiles="CC=C(C)C.CC#N"
C -1.586 -0.891 -0.409 0.021 0.095 0.027 -0.65
C -0.549 -0.246 0.454 0.011 -0.083 -0.110 -0.19
C -0.562 0.975 0.975 0.118 0.050 0.064 0.02
C 0.608 1.472 1.775 -0.009 -0.121 -0.036 -0.63
C -1.691 1.951 0.832 -0.013 -0.203 -0.065 -0.65
H -1.341 -0.749 -1.465 -0.053 -0.014 -0.094 0.21
H -2.576 -0.482 -0.234 -0.146 -0.044 -0.051 0.21
H -1.613 -1.965 -0.228 -0.114 -0.057 0.019 0.21
H 0.324 -0.860 0.633 0.246 0.027 0.056 0.18
H 0.801 2.520 1.549 0.093 0.066 0.003 0.21
H 1.500 0.897 1.539 0.099 -0.004 0.070 0.22
H 0.415 1.397 2.846 -0.025 0.054 0.109 0.21
H -2.379 1.665 0.043 -0.135 0.032 -0.036 0.21
H -1.298 2.940 0.605 -0.031 0.098 -0.025 0.21
H -2.247 2.023 1.769 -0.052 0.082 0.051 0.22
C 1.870 -2.225 -1.872 -0.166 -0.561 -0.145 -0.72
C 2.349 -0.898 -1.601 0.053 0.214 0.062 0.29
N 2.728 0.158 -1.385 0.225 0.568 0.122 -0.33
H 1.068 -2.177 -2.607 -0.017 -0.087 0.005 0.26
H 1.492 -2.673 -0.954 -0.014 -0.057 -0.044 0.25
H 2.685 -2.831 -2.265 -0.090 -0.055 0.017 0.26